ORCA calculation (ωB97M-V with the def2-TZVPD basis set) on C2H2FLuO2 as an isolated structure in a non-equilibrium geometry.

Values from the calculation:
energy = -1562.99914 hartree
largest force on an atom = 3.083 eV Å⁻¹
relative energy (zero: lowest compared OMol25 entry of this formula, charge and spin) = 0.0 kcal per mole
net charge = +1
LUMO energy (alpha / beta) = -4.65 / -5.91 eV
spin multiplicity = 2
<S²> = 0.7506

Cartesian coordinates (Å):
H -1.01741 -0.20409 1.22693
O 1.43159 -0.59383 -0.46115
C 0.79317 -0.00561 0.37867
C -0.67732 0.29157 0.26843
O -1.18624 -0.21469 -0.88078
F 1.41988 0.54866 1.40617
H -0.79429 1.38813 0.40696
Lu 0.03063 -1.21015 -2.34522

Force components x, y, z for each atom (eV/Å):
H -0.49 0.46 -0.79
O -0.12 -0.88 -1.04
C 0.24 1.82 0.37
C 0.74 -0.13 2.01
O 1.14 -1.47 -2.36
F -0.48 -0.75 -0.66
H -0.08 -0.50 -0.08
Lu -0.95 1.44 2.56

Here are the Löwdin charges for atoms 1 to 6, given in e: number 1, H, carries 0.168; number 2, O, carries -0.045; number 3, C, carries -0.438; number 4, C, carries -0.291; number 5, O, carries -0.463; number 6, F, carries 0.185